Entry 1:
The following is a quantum chemistry calculation of a cluster of 9 separate species, C24H48N17O10 in total in a non-equilibrium geometry, from OMol25.

```
99
Properties=species:S:1:pos:R:3:lowdin_charge:R:1
C 2.54 -4.02 3.67 -0.15
O 2.77 -2.72 3.22 -0.24
C 3.54 -2.73 1.96 -0.22
C 3.71 -1.40 1.32 -0.26
C 2.42 -0.57 1.52 -0.13
C 1.15 -1.31 1.29 -0.39
O 1.01 -2.26 0.57 0.10
C -0.04 -0.77 2.03 -0.15
C -0.95 0.05 1.34 -0.02
C -2.06 0.60 1.99 -0.07
C -2.26 0.33 3.34 -0.09
C -1.37 -0.50 4.02 -0.12
C -0.26 -1.05 3.38 -0.03
C 4.81 -0.63 2.00 -0.22
C 5.68 0.17 1.26 -0.04
C 6.66 0.94 1.83 -0.17
N 6.88 0.97 3.15 0.02
C 6.06 0.21 3.87 -0.18
C 5.03 -0.59 3.38 -0.03
H 2.11 -3.99 4.67 0.07
H 1.84 -4.55 3.00 0.08
H 3.46 -4.61 3.68 0.08
H 3.05 -3.45 1.30 0.10
H 4.54 -3.14 2.19 0.12
H 2.42 0.24 0.77 0.13
H 2.38 -0.05 2.49 0.12
H -0.78 0.24 0.30 0.11
H -2.75 1.23 1.46 0.06
H -3.10 0.76 3.87 0.09
H -1.53 -0.70 5.07 0.09
H 0.42 -1.69 3.92 0.11
H 5.54 0.16 0.20 0.08
H 7.31 1.55 1.21 0.09
H 6.22 0.21 4.94 0.08
H 4.41 -1.16 4.05 0.08
C 4.98 -1.10 -2.51 -0.70
O 6.06 -0.95 -1.97 0.00
N 3.85 -1.32 -1.78 0.16
N 4.83 -1.08 -3.88 0.13
H 2.95 -1.46 -2.19 0.08
H 3.96 -1.41 -0.75 0.05
H 5.65 -0.92 -4.43 0.08
H 3.94 -1.19 -4.34 0.07
C 4.50 -2.52 7.17 -0.68
O 5.19 -2.39 6.18 0.05
N 3.18 -2.14 7.18 0.15
N 4.97 -3.05 8.34 0.14
H 2.59 -2.23 7.98 0.08
H 2.81 -1.75 6.33 0.10
H 5.93 -3.34 8.36 0.10
H 4.41 -3.16 9.17 0.08
C -4.04 -4.24 4.00 -0.69
O -4.62 -5.24 3.61 0.01
N -3.02 -3.65 3.30 0.17
N -4.36 -3.62 5.18 0.14
H -2.54 -2.83 3.62 0.07
H -2.75 -4.07 2.43 0.11
H -5.10 -4.02 5.72 0.09
H -3.90 -2.80 5.51 0.08
C -4.33 2.76 -0.63 -0.68
O -4.08 2.68 0.56 0.00
N -4.85 3.87 -1.22 0.16
N -4.11 1.71 -1.48 0.16
H -5.05 3.92 -2.21 0.08
H -5.05 4.66 -0.64 0.07
H -3.74 0.87 -1.09 0.10
H -4.32 1.76 -2.47 0.06
C -3.45 2.41 -5.24 -0.67
O -4.38 2.78 -4.53 -0.01
N -3.06 1.11 -5.33 0.18
N -2.73 3.29 -6.00 0.15
H -2.31 0.79 -5.91 0.06
H -3.56 0.44 -4.77 0.11
H -2.99 4.25 -5.95 0.10
H -1.95 3.02 -6.56 0.09
C 2.54 1.91 -4.77 -0.69
O 2.01 0.86 -5.10 0.01
N 3.34 2.62 -5.62 0.14
N 2.37 2.45 -3.53 0.16
H 3.78 3.49 -5.37 0.09
H 3.49 2.25 -6.53 0.09
H 1.81 1.95 -2.87 0.11
H 2.80 3.31 -3.24 0.09
C -1.67 -0.54 -8.36 -0.66
O -1.41 -0.57 -7.17 0.03
N -2.22 0.55 -8.98 0.16
N -1.42 -1.60 -9.18 0.15
H -2.44 0.59 -9.96 0.09
H -2.44 1.35 -8.41 0.08
H -1.01 -2.41 -8.76 0.11
H -1.62 -1.61 -10.16 0.09
C -8.05 5.15 0.14 -0.67
O -6.90 5.55 0.18 0.02
N -8.35 3.82 0.08 0.16
N -9.13 6.00 0.14 0.14
H -9.29 3.46 0.05 0.09
H -7.58 3.18 0.08 0.10
H -8.93 6.99 0.18 0.10
H -10.08 5.69 0.11 0.09
```

Calculated values
2S+1: 1
Net charge: -1

Entry 2:
The following is a quantum chemistry calculation of a cluster of 5 separate species, C24H48N5O21P2S5 in total in a non-equilibrium geometry, from OMol25.

```
105
Properties=species:S:1:pos:R:3:lowdin_charge:R:1
C 2.15 -2.49 2.23 -0.10
C 2.58 -2.43 0.73 -0.22
C 1.92 -1.22 0.01 -0.19
C 0.45 -1.57 -0.22 -0.20
N -0.30 -0.53 -0.98 0.03
C -1.44 -1.14 -1.56 -0.24
C -2.54 -1.50 -0.82 -0.03
C -2.64 -1.24 0.67 -0.11
O -2.34 0.13 0.93 -0.13
C -3.45 0.99 0.66 -0.20
C -2.87 2.36 0.32 -0.21
C -3.94 3.30 -0.32 -0.08
C -3.57 -2.12 -1.50 0.04
C -4.80 -2.57 -0.72 -0.46
O -4.75 -3.58 -0.05 0.16
O -5.90 -1.77 -0.83 -0.05
P -6.83 -1.65 0.54 0.46
N -7.87 -0.55 0.25 -0.13
O -7.57 -3.06 0.86 -0.11
O -5.91 -1.20 1.78 -0.11
C -3.51 -2.35 -2.88 -0.05
C -4.62 -3.05 -3.65 -0.14
N -4.94 -4.34 -3.04 -0.09
C -6.38 -4.50 -2.72 -0.10
C -2.40 -1.95 -3.55 -0.25
N -2.25 -2.18 -4.94 0.10
N -1.37 -1.34 -2.88 -0.06
P 0.12 -0.79 -3.69 0.48
S 1.50 -2.13 -3.55 0.29
H 2.77 -3.16 2.82 0.08
H 1.14 -2.90 2.23 0.05
H 2.09 -1.47 2.62 0.08
H 2.13 -3.31 0.27 0.10
H 3.67 -2.44 0.60 0.11
H 2.42 -1.09 -0.95 0.05
H 2.06 -0.35 0.66 0.12
H 0.43 -2.49 -0.83 0.10
H 0.00 -1.85 0.74 0.10
H -0.60 0.22 -0.36 0.13
H -1.96 -1.83 1.27 0.14
H -3.65 -1.41 1.06 0.11
H -4.11 1.11 1.53 0.14
H -4.05 0.66 -0.21 0.12
H -2.48 2.82 1.24 0.10
H -2.07 2.25 -0.41 0.10
H -4.08 4.18 0.31 0.07
H -4.91 2.79 -0.40 0.07
H -3.62 3.64 -1.30 0.07
H -8.80 -0.93 0.30 0.00
H -7.89 -2.96 1.77 0.09
H -5.96 -1.85 2.49 0.10
H -4.33 -3.24 -4.68 0.11
H -5.51 -2.39 -3.69 0.14
H -4.38 -4.52 -2.22 0.09
H -6.91 -4.78 -3.63 0.09
H -6.80 -3.56 -2.35 0.07
H -6.51 -5.32 -2.01 0.09
H -1.45 -2.78 -5.12 0.11
H -2.17 -1.31 -5.46 0.09
H -0.18 -0.57 -5.05 -0.01
H 0.48 0.47 -3.18 0.01
C 4.17 0.14 -2.73 -0.21
C 4.78 0.65 -4.01 -0.16
O 5.72 1.65 -3.58 -0.18
S 6.33 1.24 -2.15 0.61
O 7.58 0.61 -2.36 -0.20
O 6.16 2.34 -1.27 -0.22
O 5.25 0.11 -1.79 -0.18
H 3.40 0.83 -2.35 0.13
H 3.74 -0.85 -2.84 0.05
H 4.05 1.08 -4.69 0.13
H 5.34 -0.13 -4.53 0.14
C 8.60 4.27 0.02 -0.17
C 9.22 4.79 -1.26 -0.17
O 10.15 5.79 -0.83 -0.19
S 10.75 5.38 0.60 0.61
O 12.01 4.75 0.41 -0.21
O 10.59 6.47 1.49 -0.22
O 9.67 4.24 0.97 -0.18
H 7.83 4.95 0.39 0.14
H 8.17 3.28 -0.10 0.11
H 8.48 5.22 -1.94 0.13
H 9.78 4.01 -1.78 0.14
C -0.14 6.46 1.94 -0.15
C 1.33 6.13 1.99 -0.16
O 1.40 4.86 2.65 -0.18
S 0.09 4.01 2.30 0.58
O 0.40 3.12 1.24 -0.24
O -0.50 3.57 3.51 -0.21
O -0.79 5.21 1.70 -0.20
H -0.49 6.85 2.91 0.14
H -0.39 7.18 1.16 0.14
H 1.91 6.88 2.53 0.14
H 1.74 6.01 0.98 0.13
C -1.66 -3.52 5.05 -0.17
C -1.38 -3.18 6.50 -0.16
O -0.10 -3.76 6.77 -0.18
S 0.80 -3.72 5.44 0.60
O 1.64 -2.58 5.51 -0.21
O 1.29 -5.02 5.19 -0.20
O -0.39 -3.40 4.40 -0.21
H -2.00 -4.56 4.95 0.13
H -2.39 -2.85 4.60 0.13
H -2.13 -3.59 7.18 0.14
H -1.31 -2.10 6.65 0.14
```

Calculated values
2S+1: 1
Net charge: +1

Entry 3:
The following is a quantum chemistry calculation of a cluster of 6 separate species, C24H48O6 in total in a non-equilibrium geometry, from OMol25.

```
78
Properties=species:S:1:pos:R:3:lowdin_charge:R:1
C 1.12 -3.62 -0.24 -0.19
C 1.23 -5.07 0.41 -0.09
C 2.53 -5.45 -0.32 -0.24
O 2.29 -4.99 -1.60 -0.13
C 1.32 -3.94 -1.73 -0.15
H 1.79 -2.86 0.15 0.09
H 0.18 -3.10 -0.05 0.07
H 0.34 -5.67 0.25 0.11
H 1.41 -5.05 1.49 0.10
H 2.69 -6.53 -0.40 0.12
H 3.42 -5.05 0.15 0.11
H 0.35 -4.30 -2.07 0.12
H 1.60 -3.05 -2.28 0.12
C 4.13 0.40 1.02 -0.15
C 3.66 1.16 -0.14 -0.15
C 2.97 0.02 -0.96 -0.13
O 2.74 -1.04 -0.07 -0.24
C 3.08 -0.65 1.21 -0.24
H 4.29 1.08 1.86 0.13
H 5.11 0.04 0.70 0.13
H 4.48 1.78 -0.52 0.13
H 2.84 1.82 0.12 0.05
H 3.73 -0.20 -1.70 0.13
H 2.00 0.29 -1.39 0.11
H 3.55 -1.51 1.70 0.16
H 2.23 -0.31 1.79 0.12
C 0.30 -1.33 -0.58 -0.16
C -0.88 -0.46 -0.39 -0.14
C -1.22 -0.40 1.07 -0.12
O -0.09 -1.11 1.71 -0.07
C 0.97 -1.12 0.74 -0.31
H 0.87 -1.04 -1.47 0.12
H -0.10 -2.31 -0.84 0.08
H -1.66 -0.82 -1.07 0.07
H -0.58 0.50 -0.81 0.11
H -2.05 -1.04 1.36 0.13
H -1.42 0.62 1.40 0.06
H 1.83 -1.76 0.96 0.09
H 1.42 -0.14 0.61 0.10
C -0.49 3.31 -0.34 -0.21
C 0.82 2.69 -0.14 -0.17
C 1.17 3.10 1.26 -0.23
O 0.55 4.35 1.48 -0.11
C -0.53 4.52 0.52 -0.15
H -1.31 2.66 -0.03 0.09
H -0.82 3.58 -1.34 0.13
H 1.60 3.02 -0.83 0.13
H 0.66 1.61 -0.26 0.09
H 2.24 3.07 1.45 0.13
H 0.86 2.27 1.91 0.08
H -0.37 5.45 -0.01 0.12
H -1.51 4.57 0.99 0.12
C -3.68 -0.16 -4.15 -0.18
C -3.42 -0.91 -2.90 -0.16
C -3.08 0.23 -1.89 -0.22
O -2.64 1.34 -2.65 -0.13
C -3.50 1.36 -3.80 -0.17
H -4.70 -0.26 -4.53 0.11
H -2.93 -0.38 -4.91 0.11
H -2.66 -1.65 -3.14 0.11
H -4.25 -1.49 -2.51 0.11
H -2.34 -0.15 -1.18 0.00
H -3.97 0.42 -1.29 0.13
H -3.06 1.83 -4.67 0.12
H -4.40 1.85 -3.43 0.12
C -2.45 2.07 2.49 -0.15
C -1.04 2.21 2.22 -0.27
C -0.37 1.28 3.25 -0.19
O -1.39 0.56 3.88 -0.07
C -2.55 0.74 3.07 -0.24
H -3.09 2.19 1.61 0.14
H -2.76 2.81 3.23 0.14
H -0.66 3.20 2.47 0.12
H -0.74 2.02 1.19 0.05
H 0.15 1.83 4.03 0.14
H 0.26 0.54 2.76 0.10
H -3.39 0.61 3.75 0.13
H -2.71 -0.11 2.39 0.08
```

Calculated values
2S+1: 1
Net charge: 0

no.,gap between HOMO and LUMO (eV),electronic energy (Ha)
1,4.117,-2626.8872
2,7.193,-5470.4601
3,9.542,-1394.0907